Record 1
Formula: C10H12AlBr4Cs2FN4NaO9
Source: the Open Molecules 2025 dataset
Level of theory: ωB97M-V/def2-TZVPD

Structure (ORCA input):
```
! RIJCOSX wB97M-V def2-TZVPD def2/J DEFGRID3
* xyz 1 1
N 1.81888 -0.29261 -1.45093
C 1.00351 -1.16896 -1.41821
C -0.24975 -2.17627 -1.36242
C -1.41037 -1.59373 -0.48357
C -1.15234 -1.80133 1.12241
N -1.08073 -1.88430 2.27340
C -2.81757 -2.02826 -0.90769
C -3.59444 -0.76589 -1.32803
O -4.22565 -0.08796 -0.60286
F -3.45702 -0.43473 -2.61202
H 0.10428 -3.10274 -0.93572
H -0.62589 -2.36757 -2.37242
H -1.34501 -0.50584 -0.65415
H -2.78609 -2.70041 -1.75964
H -3.30416 -2.50861 -0.04388
O 3.85622 2.17569 -1.69594
H 3.73827 2.88376 -1.06643
H 3.14394 1.53485 -1.49707
Al 2.63632 -1.32239 -3.21456
C 7.39191 2.51306 -3.44889
O 7.63460 2.19892 -2.30193
N 8.34386 2.65139 -4.41013
N 6.08896 2.75758 -3.85198
H 8.14671 2.90953 -5.35804
H 9.29485 2.47806 -4.13939
H 5.40332 2.64045 -3.13094
H 5.82680 3.02508 -4.78178
Br 1.52518 -2.40570 0.68404
C -3.95873 -2.65063 3.34534
O -4.32749 -2.87111 2.13574
O -3.68498 -1.47662 3.74325
O -3.85710 -3.58157 4.19647
C -1.51488 -3.22913 6.55313
O -2.55288 -2.72216 6.96086
O -1.35060 -3.76068 5.41025
O -0.43942 -3.30053 7.20369
Cs -0.41235 0.26092 0.84886
Cs -5.74214 -2.24922 -0.54843
Na 3.13505 4.15865 -2.01644
C -4.99170 4.15511 2.70142
Br -6.87352 4.38431 2.94662
Br -4.60210 2.51695 1.76693
Br -4.19581 5.66883 1.82141
H -4.53996 4.07581 3.67966
*
```

## Properties
molecular weight: 986.6 g/mol
HOMO-LUMO gap: 1.59 eV
E_LUMO: -0.198 Eh
E: -329927.03201 eV
E_HOMO: -6.96 eV


Record 2
Formula: C10H12BN3O5
Source: the Open Molecules 2025 dataset
Level of theory: ωB97M-V/def2-TZVPD

Structure (ORCA input):
```
! RIJCOSX wB97M-V def2-TZVPD def2/J DEFGRID3
* xyz 0 1
O 2.63022 -3.95365 0.82838
C 2.00971 -3.00108 0.44738
C 0.49308 -2.94180 0.76082
C 0.04728 -1.98239 -0.07089
B -1.48684 -1.58117 -0.15294
O -2.17871 -0.82100 0.79027
O -2.20900 -2.05971 -1.25611
C 1.21508 -1.43129 -0.89200
O 1.17703 -0.75152 -1.85436
O 2.43055 -1.92816 -0.28535
H -0.06204 -3.56421 1.46265
H -2.53076 -1.43483 1.45175
H -1.94097 -2.98948 -1.32437
C 5.33184 1.23288 0.12562
C 4.71046 -0.09101 -0.02680
N 4.20081 -1.11891 -0.14707
H 5.48092 1.45008 1.18207
H 6.29572 1.24801 -0.38008
H 4.69086 1.99998 -0.30750
C -3.07514 2.31500 2.14828
C -2.59486 2.66051 3.49193
N -2.21960 2.93053 4.54212
H -2.86933 3.13326 1.45994
H -2.57105 1.41607 1.79343
H -4.14861 2.13412 2.17398
C -2.53354 1.76085 -2.84190
C -1.36121 1.05697 -2.30574
N -0.44575 0.49717 -1.88496
H -2.95076 1.20421 -3.67965
H -3.29121 1.85694 -2.06601
H -2.24417 2.75363 -3.18288
*
```

## Properties
molecular weight: 265.0 g/mol
HOMO-LUMO gap: 9.38 eV
E_LUMO: -0.006 Eh
energy relative to the best compared isomer or geometry (same formula, charge and spin): 0.000 eV
E: -25946.54524 eV
E_HOMO: -9.54 eV
SMILES: O=C1C=C(B(O)O)C(=O)O1.CC#N.CC#N.CC#N


Record 3
Formula: C10H12ClGdNP
Source: the Open Molecules 2025 dataset
Level of theory: ωB97M-V/def2-TZVPD

Structure (ORCA input):
```
! RIJCOSX wB97M-V def2-TZVPD def2/J DEFGRID3
* xyz 0 8
C 1.58775 -1.06563 0.71772
C 1.95679 -2.40059 0.58556
C 1.75860 -2.84935 -0.75062
C 1.24880 -1.79432 -1.55963
C 1.09070 -0.63199 -0.81069
Gd -0.65492 1.79744 1.35173
P -1.78457 2.28438 -1.13121
H 1.65181 -0.39886 1.58369
H 2.34003 -3.02071 1.39574
H 1.97795 -3.85435 -1.10738
H 0.77165 0.36752 -1.12276
H 1.00765 -1.88735 -2.61943
H -2.20205 1.20971 -1.98983
H -1.07605 3.05080 -2.12351
H -3.01078 3.04059 -1.16568
Cl -2.18781 -3.74019 2.23042
C -2.38067 -2.03440 2.25888
C -2.96061 -1.40108 3.36830
C -3.13396 -0.02527 3.35969
C -2.64193 0.71433 2.28326
N -1.90775 0.07652 1.29174
C -1.92117 -1.29071 1.18648
H -3.28973 -2.01675 4.20140
H -3.62557 0.50241 4.17571
H -2.93579 1.77441 2.10457
H -1.47438 -1.71297 0.29875
*
```

## Properties
molecular weight: 369.9 g/mol
HOMO-LUMO gap (alpha / beta): 5.63 / 3.54 eV
E_LUMO (alpha / beta): 0.015 / -0.060 Eh
energy relative to the best compared isomer or geometry (same formula, charge and spin): 4.159 eV
E: -54689.81439 eV
E_HOMO (alpha / beta): -5.22 / -5.16 eV


Record 4
Formula: C10H12F12NaO18S4
Source: the Open Molecules 2025 dataset
Level of theory: ωB97M-V/def2-TZVPD

Structure (ORCA input):
```
! RIJCOSX wB97M-V def2-TZVPD def2/J DEFGRID3
* xyz -3 1
Na 16.11563 2.66222 -9.74582
C 18.58785 -1.32121 -12.20039
F 19.83632 -1.14178 -11.75151
F 18.73035 -1.68884 -13.48480
F 17.99062 -2.29280 -11.50880
S 17.53044 0.24863 -12.08815
O 18.24517 1.24832 -12.85799
O 16.27691 -0.21032 -12.70686
O 17.39975 0.51726 -10.66309
C 18.54032 3.73240 -5.97720
F 19.06139 4.40051 -6.99456
F 19.47264 3.61983 -5.02203
F 17.50215 4.45541 -5.49693
S 17.88649 2.06625 -6.48160
O 16.82488 2.37845 -7.41914
O 19.00100 1.31470 -7.03255
O 17.45371 1.55589 -5.19451
C 12.46628 3.85953 -12.79263
F 11.94798 3.92334 -14.02493
F 12.84851 5.05437 -12.32345
F 11.44714 3.42642 -12.01826
S 13.92801 2.64155 -12.76415
O 14.90969 3.29081 -13.61641
O 14.25674 2.58659 -11.33318
O 13.34597 1.43195 -13.31799
C 19.24829 6.06514 -10.18058
F 19.39976 7.13035 -10.96778
F 20.33998 5.94184 -9.43960
F 18.21862 6.32744 -9.34883
S 18.87710 4.49092 -11.19502
O 17.72017 4.87381 -11.97430
O 20.13540 4.33118 -11.89772
O 18.63850 3.42658 -10.21722
C 15.16916 6.85389 -10.92460
O 15.05143 7.00702 -9.50180
C 15.00618 5.91507 -8.79234
O 15.11263 4.80564 -9.20145
O 14.92920 6.25592 -7.48757
C 14.73826 5.13800 -6.65139
H 15.69050 7.70183 -11.36754
H 14.16498 6.90854 -11.34317
H 15.69833 5.94718 -11.21581
H 14.90853 5.40419 -5.60586
H 15.33086 4.25100 -6.86845
H 13.66925 4.88788 -6.68316
C 14.76210 -0.38061 -9.45730
O 14.31581 0.73411 -8.63674
C 14.15979 0.52449 -7.34741
O 14.36723 -0.51456 -6.77727
O 13.77718 1.65505 -6.75587
C 13.93685 1.83251 -5.37175
H 14.27337 -1.32397 -9.21142
H 15.83956 -0.33325 -9.34594
H 14.41566 -0.17416 -10.46853
H 12.95673 1.80284 -4.89945
H 14.44603 2.78298 -5.20869
H 14.66312 1.18145 -4.87715
*
```

## Properties
molecular weight: 799.4 g/mol
HOMO-LUMO gap: 6.73 eV
E_LUMO: 0.196 Eh
energy relative to the best compared isomer or geometry (same formula, charge and spin): 0.000 eV
E: -127791.64335 eV
E_HOMO: -1.38 eV